1.
A 4-piece molecular cluster, C39H78N5O7 overall. Source: OMol25; level of theory: wB97M-V/def2-TZVPD.

```
129
Properties=species:S:1:pos:R:3
C -4.069 2.002 1.237
C -3.713 1.431 0.250
C -3.302 0.703 -0.957
O -3.204 1.484 -2.120
C -2.828 2.847 -1.980
C -2.262 3.267 -3.323
O -0.881 2.972 -3.384
C -0.040 3.973 -2.819
C 1.129 3.285 -2.145
C -1.883 0.224 -0.652
N -1.313 -0.635 -1.730
C -0.035 -1.366 -1.252
N 0.819 -0.626 -0.387
C -2.321 -1.525 -2.450
C -1.735 -2.849 -2.912
C -0.720 -2.706 -4.064
C 0.479 -3.644 -3.925
C 0.129 -5.077 -4.374
C 0.899 -6.175 -3.618
N 2.106 -6.675 -4.250
C -3.641 -1.748 -1.702
O -3.559 -2.798 -0.777
C -2.917 -2.508 0.442
C -2.749 -3.788 1.254
N -1.326 -4.167 1.319
C -0.683 -3.842 2.595
C -0.228 -2.394 2.691
C -0.822 -1.648 3.873
O 1.198 -2.395 2.784
C -4.309 -0.469 -1.172
C -5.468 -0.001 -2.035
C -6.614 0.451 -1.414
C -7.648 0.910 -2.202
C -7.480 0.904 -3.570
N -6.391 0.466 -4.185
C -5.405 0.025 -3.412
H -4.291 2.495 2.150
H -3.682 3.460 -1.702
H -2.030 2.958 -1.245
H -2.493 4.305 -3.553
H -2.740 2.657 -4.086
H 0.309 4.641 -3.606
H -0.595 4.574 -2.098
H 1.446 2.463 -2.780
H 1.948 3.972 -1.970
H 0.801 2.868 -1.192
H -1.263 1.112 -0.615
H -1.822 -0.244 0.323
H -0.977 0.018 -2.438
H 0.518 -1.604 -2.150
H -0.335 -2.274 -0.750
H 0.510 -0.621 0.574
H 1.038 0.307 -0.710
H -2.598 -0.983 -3.350
H -2.588 -3.405 -3.288
H -1.341 -3.449 -2.098
H -0.367 -1.671 -4.106
H -1.222 -2.864 -5.014
H 1.304 -3.264 -4.520
H 0.769 -3.677 -2.876
H -0.934 -5.225 -4.188
H 0.327 -5.161 -5.438
H 0.230 -7.020 -3.486
H 1.160 -5.821 -2.623
H 1.907 -7.162 -5.111
H 2.790 -5.951 -4.411
H -4.299 -2.122 -2.479
H -3.458 -1.755 1.024
H -1.903 -2.135 0.282
H -3.337 -4.572 0.790
H -3.137 -3.618 2.260
H -1.291 -5.175 1.239
H -1.303 -4.111 3.454
H 0.218 -4.447 2.665
H -0.505 -1.852 1.780
H -1.911 -1.681 3.854
H -0.460 -2.060 4.809
H -0.536 -0.600 3.817
H 1.538 -1.564 2.441
H -4.728 -0.674 -0.195
H -6.685 0.447 -0.338
H -8.563 1.276 -1.769
H -8.279 1.274 -4.197
H -4.523 -0.316 -3.932
C -1.308 8.560 1.495
C -0.310 7.454 1.196
O -0.229 7.106 -0.177
C 0.183 8.144 -1.051
C 1.572 8.683 -0.759
H -2.285 8.316 1.077
H -1.409 8.688 2.572
H -0.994 9.518 1.078
H -0.615 6.538 1.702
H 0.680 7.716 1.584
H -0.552 8.957 -1.054
H 0.164 7.699 -2.047
H 1.613 9.216 0.192
H 1.872 9.381 -1.540
H 2.297 7.870 -0.719
C 5.911 -1.273 6.059
C 5.303 -1.536 4.691
O 5.353 -2.890 4.284
C 4.661 -3.807 5.114
C 3.169 -3.538 5.212
H 6.922 -1.677 6.109
H 5.953 -0.200 6.249
H 5.327 -1.727 6.860
H 5.867 -0.992 3.931
H 4.273 -1.160 4.654
H 5.115 -3.841 6.110
H 4.828 -4.783 4.658
H 2.957 -2.607 5.743
H 2.682 -4.347 5.759
H 2.725 -3.464 4.223
C 4.298 0.030 0.193
C 4.508 1.195 1.146
O 4.198 0.888 2.492
C 4.977 -0.139 3.086
C 6.463 0.167 3.143
H 3.295 -0.377 0.320
H 4.418 0.363 -0.839
H 5.011 -0.777 0.364
H 3.833 2.012 0.882
H 5.526 1.588 1.058
H 4.803 -1.096 2.579
H 4.583 -0.240 4.098
H 6.916 0.190 2.151
H 6.978 -0.599 3.722
H 6.635 1.136 3.614
```

* Kohn-Sham gap: 0.3132 Eh
* net charge: +1
* LUMO level: -1.998 eV

=====

2.
A 10-piece molecular cluster, C39H79NO25S3 overall. Source: OMol25; level of theory: wB97M-V/def2-TZVPD.

```
147
Properties=species:S:1:pos:R:3
C 1.946 2.832 5.818
C 1.703 3.719 4.628
O 2.491 4.666 4.368
N 0.691 3.421 3.750
C 0.454 4.123 2.501
H 1.283 3.042 6.658
H 2.983 2.971 6.123
H 1.962 1.779 5.535
H 0.423 2.450 3.679
H 0.170 5.165 2.651
H -0.465 3.738 2.059
H 1.168 3.941 1.698
C -9.236 -4.056 1.378
C -7.716 -3.865 1.289
O -7.508 -2.469 1.520
C -6.309 -1.932 1.289
O -5.352 -2.548 0.854
O -6.419 -0.598 1.420
C -5.284 0.249 1.395
H -9.714 -3.966 2.354
H -9.352 -5.135 1.273
H -9.777 -3.433 0.666
H -7.289 -4.133 0.322
H -7.099 -4.439 1.981
H -5.507 1.134 0.799
H -4.389 -0.139 0.908
H -5.127 0.606 2.413
C 1.833 -1.915 3.413
C 2.558 -2.168 2.099
O 3.919 -2.368 2.343
C 4.778 -3.069 1.596
O 4.560 -3.665 0.496
O 5.943 -3.023 2.175
C 7.094 -3.423 1.449
H 2.252 -1.082 3.979
H 1.948 -2.759 4.093
H 0.787 -1.714 3.178
H 2.435 -1.420 1.317
H 2.185 -3.095 1.663
H 6.959 -4.441 1.082
H 7.999 -3.463 2.055
H 7.283 -2.919 0.501
C -2.843 2.994 -2.858
C -1.888 4.103 -3.203
O -2.094 4.544 -4.502
C -1.135 4.326 -5.484
O -0.306 3.425 -5.513
O -1.359 5.265 -6.414
C -0.489 5.399 -7.543
H -2.571 2.129 -3.463
H -3.854 3.319 -3.105
H -2.913 2.665 -1.821
H -0.864 3.813 -2.969
H -2.096 5.032 -2.673
H -0.224 4.420 -7.942
H 0.405 5.959 -7.271
H -1.007 6.052 -8.245
C 3.971 4.191 0.488
C 3.664 2.760 0.806
O 3.680 2.403 2.206
C 4.784 2.065 2.836
O 5.892 1.996 2.334
O 4.458 1.765 4.076
C 5.312 1.056 4.892
H 5.044 4.367 0.409
H 3.405 4.871 1.124
H 3.622 4.412 -0.521
H 4.292 2.110 0.197
H 2.640 2.587 0.475
H 4.736 0.839 5.792
H 6.244 1.512 5.224
H 5.502 0.113 4.379
C 3.821 2.615 -5.693
C 3.297 1.245 -5.087
O 4.318 0.701 -4.263
C 4.533 1.078 -2.990
O 3.935 1.958 -2.352
O 5.538 0.213 -2.502
C 6.055 0.296 -1.165
H 4.008 3.242 -4.821
H 2.984 2.967 -6.295
H 4.702 2.420 -6.305
H 3.145 0.493 -5.862
H 2.330 1.391 -4.606
H 5.327 -0.019 -0.418
H 6.475 1.295 -1.051
H 6.908 -0.367 -1.024
C -2.849 5.808 6.178
C -1.897 4.983 5.272
O -2.459 5.117 3.972
C -3.332 4.233 3.480
O -3.582 3.144 4.005
O -3.702 4.642 2.221
C -4.267 3.800 1.260
H -2.734 6.862 5.923
H -2.464 5.636 7.183
H -3.887 5.474 6.195
H -1.655 3.958 5.552
H -0.970 5.542 5.401
H -4.957 4.383 0.651
H -4.774 2.945 1.706
H -3.562 3.389 0.537
C -4.039 -3.021 -4.306
C -3.489 -2.614 -2.867
C -3.298 -3.907 -1.997
S -2.253 -4.849 -3.107
O -2.295 -6.259 -2.714
O -0.949 -4.193 -3.242
C -3.269 -4.369 -4.583
H -3.851 -2.329 -5.127
H -5.110 -3.220 -4.349
H -4.163 -1.831 -2.519
H -2.484 -2.202 -2.955
H -4.184 -4.519 -1.828
H -2.803 -3.894 -1.026
H -4.075 -5.101 -4.628
H -2.605 -4.520 -5.434
C 0.992 0.168 -1.754
C 0.137 -1.080 -1.420
C -0.577 -0.915 -0.080
S -0.515 0.873 0.371
O 0.426 1.131 1.441
O -1.875 1.418 0.483
C 0.267 1.405 -1.254
H 1.155 0.292 -2.824
H 1.928 0.186 -1.195
H 0.745 -1.965 -1.229
H -0.609 -1.257 -2.195
H -0.139 -1.558 0.684
H -1.613 -1.254 -0.110
H 0.795 2.358 -1.214
H -0.612 1.558 -1.881
C 1.860 -7.297 -1.002
C 0.574 -7.980 -0.555
C -0.214 -7.205 0.514
S 0.479 -5.507 0.509
O 1.422 -5.374 1.631
O -0.479 -4.450 0.212
C 1.503 -5.805 -1.002
H 2.290 -7.702 -1.918
H 2.733 -7.408 -0.359
H 0.646 -9.045 -0.337
H -0.053 -7.929 -1.444
H 0.062 -7.606 1.489
H -1.292 -7.138 0.365
H 2.391 -5.174 -1.001
H 0.886 -5.447 -1.826
```

* expectation value of S²: 0.77
* Kohn-Sham gap (alpha / beta): 0.3072 / 0.1333 Eh
* net charge: +1
* LUMO level (alpha / beta): -3.217 / -7.950 eV
* multiplicity: 2

=====

3.
C39H81NO21PS2 as an isolated structure. Source: OMol25; level of theory: wB97M-V/def2-TZVPD.

```
145
Properties=species:S:1:pos:R:3
C -1.899 -1.952 2.351
C -0.673 -1.874 1.414
C -1.036 -2.548 0.122
O -0.189 -2.247 -1.000
S 1.143 -3.123 -1.114
O 0.766 -4.343 -1.751
O 1.751 -3.338 0.158
N 2.085 -2.328 -2.133
S 2.548 -0.841 -1.710
O 1.485 0.136 -1.665
O 3.417 -0.770 -0.555
P 3.566 -0.341 -3.543
C 5.174 -1.241 -3.600
C 6.454 -0.483 -3.176
C 3.850 1.475 -3.364
C 4.077 2.031 -1.957
H -2.753 -2.291 1.779
H -1.744 -2.698 3.105
H -2.117 -0.990 2.780
H -0.349 -0.856 1.253
H 0.135 -2.391 1.900
H -1.174 -3.613 0.253
H -2.001 -2.150 -0.159
H 5.292 -1.509 -4.639
H 5.086 -2.175 -3.069
H 6.219 0.264 -2.435
H 6.857 0.026 -4.038
H 7.160 -1.184 -2.771
H 4.700 1.727 -3.983
H 2.977 1.933 -3.796
H 3.149 2.152 -1.424
H 4.693 1.375 -1.364
H 4.528 3.013 -2.035
O -5.819 -1.485 1.560
C -5.811 -0.864 0.535
O -4.654 -0.357 0.079
C -4.508 0.230 -1.217
C -4.906 1.691 -1.215
C -7.093 -0.569 -0.216
H -5.049 -0.348 -1.967
H -3.450 0.138 -1.456
H -5.957 1.826 -0.962
H -4.732 2.133 -2.197
H -4.323 2.236 -0.473
H -7.563 0.310 0.223
H -7.757 -1.422 -0.099
H -6.958 -0.406 -1.283
O 9.337 -0.325 -1.807
C 9.953 -1.297 -1.478
O 9.899 -2.395 -2.269
C 10.716 -3.543 -2.061
C 10.105 -4.496 -1.054
C 10.698 -1.353 -0.165
H 11.732 -3.252 -1.791
H 10.778 -4.028 -3.034
H 10.014 -4.034 -0.072
H 10.717 -5.394 -0.958
H 9.103 -4.784 -1.371
H 9.993 -1.605 0.623
H 11.106 -0.371 0.038
H 11.529 -2.057 -0.148
O -0.899 -2.880 5.292
C -0.280 -1.936 5.692
O -0.083 -0.898 4.863
C 0.464 0.351 5.278
C 1.977 0.335 5.263
C 0.338 -1.917 7.072
H 0.061 0.649 6.248
H 0.101 1.076 4.552
H 2.378 -0.393 5.970
H 2.364 1.320 5.525
H 2.339 0.062 4.271
H 1.299 -2.428 7.041
H -0.327 -2.454 7.744
H 0.470 -0.919 7.484
O 0.082 -1.938 -9.072
C 0.045 -2.193 -7.895
O 1.187 -2.367 -7.226
C 1.247 -2.499 -5.789
C 1.013 -3.924 -5.342
C -1.273 -2.397 -7.180
H 0.565 -1.798 -5.310
H 2.250 -2.187 -5.513
H 0.017 -4.279 -5.612
H 1.123 -3.999 -4.261
H 1.731 -4.596 -5.816
H -1.600 -3.424 -7.336
H -2.005 -1.723 -7.617
H -1.237 -2.191 -6.114
O -1.631 1.711 8.977
C -2.580 1.002 9.165
O -2.379 -0.235 9.656
C -3.429 -1.103 10.088
C -4.020 -1.887 8.934
C -3.978 1.432 8.785
H -4.185 -0.548 10.644
H -2.960 -1.786 10.793
H -4.485 -1.231 8.198
H -4.775 -2.586 9.296
H -3.241 -2.448 8.419
H -4.130 1.229 7.726
H -4.060 2.502 8.955
H -4.765 0.950 9.360
O -7.459 3.534 -2.401
C -6.734 4.490 -2.474
O -6.218 5.004 -1.348
C -5.202 6.012 -1.334
C -5.788 7.404 -1.446
C -6.461 5.163 -3.800
H -4.452 5.814 -2.100
H -4.704 5.898 -0.374
H -6.310 7.546 -2.392
H -5.002 8.154 -1.371
H -6.512 7.572 -0.648
H -7.274 5.854 -4.018
H -6.432 4.395 -4.570
H -5.514 5.694 -3.844
O -7.247 1.090 -6.331
C -8.313 1.148 -5.786
O -9.421 1.304 -6.544
C -10.743 1.211 -6.017
C -11.211 2.527 -5.429
C -8.439 1.142 -4.282
H -10.818 0.390 -5.302
H -11.371 0.944 -6.865
H -10.592 2.830 -4.584
H -12.244 2.448 -5.088
H -11.147 3.315 -6.178
H -8.275 2.151 -3.910
H -7.668 0.492 -3.878
H -9.394 0.771 -3.916
O 10.776 0.206 2.374
C 9.780 0.450 2.998
O 8.644 0.654 2.318
C 7.358 0.790 2.929
C 7.104 2.217 3.363
C 9.798 0.615 4.501
H 7.238 0.077 3.746
H 6.644 0.505 2.159
H 7.816 2.540 4.124
H 6.099 2.316 3.768
H 7.208 2.891 2.513
H 10.103 1.632 4.738
H 10.529 -0.078 4.909
H 8.846 0.403 4.983
```

* Kohn-Sham gap: 0.2464 Eh
* net charge: -1
* LUMO level: 1.705 eV